DFT (wB97M-V/def2-TZVPD) results for C4H5N3O in the gas phase at a distorted geometry.

## Properties
Highest occupied orbital energy (Ha): -0.3273
Total charge: 0
SMILES string: C=CC1=NN=CNO1
Relative energy (zero: lowest compared OMol25 entry of this formula, charge and spin) (kJ/mol): 591.73
LUMO energy (Eh): -0.0070
Frontier orbital gap (eV): 8.717

Geometry as XYZ:
```
13
Properties=species:S:1:pos:R:3:mulliken_charge:R:1
C 2.0256 -0.1869 -1.2504 -0.63
C 1.3220 0.8160 -0.8365 -0.20
C 0.0881 0.6455 -0.0481 0.69
C -2.1223 -0.2390 1.0069 0.00
H 1.8966 -1.0418 -0.5808 0.26
H 2.9428 -0.0766 -1.8262 0.33
H 1.5200 1.7506 -1.4718 0.25
H -3.1923 -0.6237 1.2659 0.35
H -0.7215 -1.8908 1.4037 0.27
N -0.8056 1.5301 0.3145 -0.39
N -1.9665 1.0292 0.7201 -0.33
N -0.8837 -0.9119 1.2524 -0.30
O -0.1032 -0.8008 0.0504 -0.30
```